ORCA calculation (ωB97M-V/def2-TZVPD) on 6 unconnected molecules or ions with the total composition C4H20N2O6 in a non-equilibrium geometry.

**Relative energy (zero: lowest compared OMol25 entry of this formula, charge and spin)**: 3.094 eV
**E_HOMO**: -9.096 eV
**E_LUMO**: 0.0179 Eh
**E_tot**: -725.30907 a.u.
**SMILES**: CN(C)C(=O)CN.O.O.O.O.O
**Total charge**: 0

Last column: Mulliken charge in e.
Positions of all 32 atoms, in Å:
N1 0.21322 2.57488 -0.32394  -0.651
C1 -0.01922 1.14674 -0.27585  0.382
C2 1.03277 0.27663 -0.91814  0.207
N2 0.59016 -0.69088 -1.88726  0.210
C3 0.68699 -0.17636 -3.25515  -0.976
C4 1.24175 -1.97101 -1.70555  -0.881
O1 2.20631 0.45823 -0.70437  -0.551
H1 1.17891 2.83597 -0.19271  0.219
H2 -0.15119 3.03217 -1.14730  0.234
H3 0.12663 0.90757 0.78227  -0.408
H4 -1.06247 0.91360 -0.45308  0.356
H5 0.40893 -1.00505 -3.89816  0.403
H6 1.70216 0.12774 -3.54353  0.339
H7 0.02761 0.68449 -3.35292  0.270
H8 1.25665 -2.54628 -2.62500  0.346
H9 2.22507 -1.96146 -1.23256  0.356
H10 0.73297 -2.63142 -0.98347  0.188
H11 -4.26831 0.28229 -0.42345  0.309
H12 -2.98581 -0.31167 -1.02753  0.314
O2 -3.61496 0.39849 -1.11327  -0.646
H13 3.18354 0.49704 2.13092  0.324
H14 1.85878 -0.13156 1.72661  0.289
O3 2.33521 0.21517 2.48582  -0.603
H15 -0.41123 -0.26290 4.10220  0.231
H16 -0.22955 0.06403 2.64821  0.300
O4 -0.31051 -0.66717 3.23798  -0.513
H17 -1.61217 2.70742 1.52201  0.292
H18 -2.56116 2.08199 2.47790  0.262
O5 -1.79633 1.85957 1.94479  -0.576
H19 0.03194 -2.80554 1.60550  0.304
H20 -1.12321 -2.90566 2.66181  0.287
O6 -0.89349 -2.99708 1.73724  -0.617

Force components x, y, z for each atom (eV/Å):
-0.38 0.57 -0.13
0.46 0.18 1.23
-0.18 0.47 -1.85
-0.01 -0.24 0.80
0.18 -0.02 0.35
0.15 -1.34 0.92
0.01 -0.18 0.62
0.10 -0.17 0.01
0.08 -0.20 -0.15
-0.20 -0.24 0.12
0.09 -0.10 -0.53
-0.36 0.25 -0.28
0.05 0.02 0.19
-0.14 -0.09 -0.26
0.20 0.13 -0.19
0.47 0.56 -0.68
-0.64 0.42 -0.24
0.00 -0.16 0.20
0.21 -0.48 0.18
-0.15 0.59 -0.40
-0.02 0.03 -0.13
0.17 -0.05 -0.06
0.08 0.08 0.17
0.13 0.08 0.08
-0.13 0.96 -0.59
-0.24 -0.97 0.77
0.46 -0.13 -0.32
-0.23 -0.28 0.29
-0.15 0.39 0.09
0.22 0.18 0.54
0.47 0.38 0.13
-0.71 -0.64 -0.87